No. 1
DFT (ωB97M-V/def2-TZVPD) results for a cluster of 2 separate species, C15H24FN3O2S2Si in total.

LUMO	0.325	eV
max |F|	5.1	eV Å⁻¹
structure (SMILES)	CCN(CC)C(=S)SCCC[SiH2]C(=O)NC(=O)F.c1ccncc1
multiplicity	1
HOMO energy	-8.5036	eV
electronic energy	-2086.41634	Eh

```
48
C15H24FN3O2S2Si ωB97M-V/def2-TZVPD
C 2.051 -1.126 -1.097
C 1.242 0.146 -1.440
N 1.666 1.240 -0.530
C 2.450 2.290 -1.208
C 3.702 1.762 -1.919
C 0.592 1.745 0.141
S 0.152 3.330 0.192
S -0.370 0.562 1.068
C -1.855 1.445 1.569
C -2.928 1.499 0.483
C -3.690 0.136 0.383
Si -3.955 -0.412 -1.414
C -5.394 0.586 -2.228
O -6.270 0.015 -2.721
N -5.341 2.024 -2.150
C -5.621 2.687 -3.351
O -5.749 2.250 -4.391
F -5.707 3.999 -3.176
H 3.066 -0.985 -1.456
H 2.037 -1.219 -0.016
H 1.653 -2.018 -1.578
H 1.467 0.384 -2.480
H 0.178 -0.053 -1.397
H 2.781 2.977 -0.442
H 1.816 2.775 -1.952
H 3.969 2.509 -2.667
H 3.562 0.830 -2.455
H 4.555 1.711 -1.249
H -2.264 0.881 2.406
H -1.651 2.441 1.952
H -2.528 1.783 -0.491
H -3.674 2.238 0.775
H -3.208 -0.639 0.976
H -4.692 0.260 0.801
H -2.685 -0.262 -2.153
H -4.299 -1.845 -1.371
H -4.406 2.294 -1.849
N 2.336 -3.149 2.358
C 2.481 -4.347 2.924
C 3.536 -4.681 3.759
C 4.498 -3.719 4.019
C 4.366 -2.468 3.439
C 3.270 -2.237 2.622
H 1.706 -5.069 2.690
H 3.601 -5.669 4.194
H 5.338 -3.940 4.665
H 5.095 -1.689 3.615
H 3.123 -1.271 2.149
```

These are the Löwdin partial charges, in e, on atoms 1 to 6: C -0.062; C -0.247; N -0.187; C -0.275; C -0.074; C -1.066

***

No. 2
DFT (ωB97M-V/def2-TZVPD) results for a structure of composition C13H5Cl5IrNO5.

LUMO (alpha / beta)	-12.480 / -12.889	eV
max |F|	0.4	eV Å⁻¹
multiplicity	2
HOMO energy (alpha / beta)	-18.5753 / -18.5762	eV
charge	+3
electronic energy	-3333.35543	Eh
relative energy (zero: lowest compared OMol25 entry of this formula, charge and spin)	106.13	kcal/mol

```
30
C13H5Cl5IrNO5 ωB97M-V/def2-TZVPD
Ir 0.175 0.423 0.015
O 1.087 -3.694 -2.152
C 0.778 -2.631 -1.559
O 0.279 -1.579 -2.070
C 0.979 -2.579 -0.079
C 1.449 -3.730 0.540
C 1.511 -3.798 1.924
C 1.024 -2.724 2.652
C 0.576 -1.600 1.980
N 0.607 -1.483 0.627
C -0.093 -0.434 2.636
O -0.323 -0.312 3.884
O -0.516 0.458 1.875
H 1.119 -3.705 -3.174
H 1.743 -4.574 -0.070
H 1.890 -4.682 2.421
H 0.999 -2.775 3.734
H -0.020 -1.012 4.486
Cl 2.010 -3.299 -5.014
C 1.754 -1.655 -4.490
C 0.311 -1.318 -4.460
Cl -0.433 -0.956 -5.937
C -0.408 -1.409 -3.341
Cl -2.027 -1.098 -3.047
C 1.661 0.741 -2.724
O 0.789 0.940 -1.941
C 2.595 0.504 -3.598
Cl 3.670 1.796 -3.933
C 2.778 -0.853 -4.173
Cl 4.397 -1.335 -4.330
```

These are the Löwdin partial charges, in e, on atoms 1 to 6: Ir 1.440; O 0.255; C -0.272; O -0.022; C -0.081; C 0.106